No. 1
50
Properties=species:S:1:pos:R:3:forces:R:3:mulliken_charge:R:1 method="wB97M-V/def2-TZVPD" homo_energy_ev=-3.7 charge=-1 gap_ha=0.2214 de_lowest_kcal_mol=0.0
C 5.0883 4.6063 0.8121 0.350 0.502 0.080 -1.200
C 4.6207 3.2070 0.5416 -0.851 0.182 0.116 -0.221
O 3.1777 3.2653 0.5481 1.399 -0.784 -0.322 -0.285
C 2.5961 2.0375 0.4104 -2.149 0.154 0.241 0.623
C 1.1362 2.2215 0.2924 1.956 2.269 -0.301 -0.491
F 0.3320 1.2536 0.7811 -0.691 -0.915 0.659 -0.027
S 0.6594 3.8459 0.9973 0.765 -2.136 -1.054 1.509
C -1.1269 3.7544 0.9972 -0.138 0.031 0.150 0.025
C -1.8104 4.2811 -0.0990 -0.171 -0.334 0.104 -0.410
C -3.1750 4.0172 -0.2376 0.169 0.127 0.051 -0.449
C -3.8504 3.2914 0.7477 0.164 -0.029 0.146 -0.407
C -3.1725 2.8643 1.9003 0.338 0.215 -0.172 -0.509
C -1.7953 3.1017 2.0344 -0.512 0.091 -0.369 -0.380
O 1.1122 3.9076 2.3748 -0.512 0.826 0.269 -0.693
O 1.0056 4.8470 0.0136 -0.114 0.722 0.564 -0.739
O 3.2629 1.0010 0.3795 -0.206 0.389 0.033 -0.736
H 6.1786 4.5994 0.7143 -0.017 0.276 0.080 0.410
H 4.6643 5.3375 0.1124 0.103 -0.298 0.006 0.284
H 4.8183 4.9487 1.8185 0.056 -0.213 -0.153 0.267
H 4.9618 2.8574 -0.4437 -0.007 -0.084 0.335 0.278
H 4.9554 2.5232 1.3389 -0.037 0.101 -0.477 0.291
H -1.2674 4.8786 -0.8318 -0.065 -0.355 0.157 0.425
H -3.6835 4.3796 -1.1379 0.034 -0.164 0.451 0.341
H -4.9120 3.0661 0.6222 0.314 0.068 0.076 0.356
H -3.6986 2.3349 2.6964 0.057 0.153 -0.269 0.364
H -1.2503 2.8075 2.9313 -0.072 -0.066 -0.343 0.397
C -1.3429 -5.3256 0.0547 -0.158 0.408 0.641 -0.880
N -1.5273 -4.6207 -1.2167 -1.507 -0.694 -1.110 -0.089
S -2.4786 -5.4331 -2.3968 -0.327 -1.106 -0.532 -0.157
C -1.5237 -6.8954 -2.7425 -0.142 -0.602 -0.259 0.708
F -2.4240 -7.6333 -3.4710 1.075 0.187 0.292 -0.235
F -0.3950 -6.7320 -3.4912 -0.980 -0.296 0.855 -0.220
F -1.1916 -7.6271 -1.6377 0.036 0.235 -1.185 -0.237
S -2.4604 -3.1807 -1.0739 2.190 2.076 1.054 1.288
C -0.9789 -2.2921 -0.7110 -0.748 0.290 0.280 0.300
C -0.8839 -1.6726 0.5301 0.782 -0.348 -0.121 -0.441
C 0.3888 -1.2483 0.9184 -0.370 -0.338 -0.503 -0.322
C 1.4354 -1.2999 -0.0075 0.178 -0.224 0.709 -0.368
C 1.3036 -1.9272 -1.2388 -0.104 0.085 -0.258 -0.838
C 0.0798 -2.4628 -1.6018 0.083 -0.024 0.003 -0.179
O -2.9713 -2.7418 -2.3414 -0.163 -0.925 0.027 -0.678
O -3.3195 -3.2658 0.0715 -0.182 -0.228 -0.234 -0.691
H -0.7797 -6.2358 -0.1235 0.013 0.217 0.055 0.386
H -0.7419 -4.6455 0.6798 -0.292 -0.305 -0.033 0.328
H -2.3079 -5.5650 0.5386 0.453 0.114 -0.134 0.327
H -1.7583 -1.6124 1.1747 0.256 -0.041 -0.077 0.430
H 0.5422 -0.8973 1.9297 0.102 0.307 -0.206 0.316
H 2.3795 -0.8370 0.2491 -0.039 -0.096 0.077 0.525
H 2.1704 -2.0134 -1.8998 -0.337 0.092 0.200 0.387
H -0.0419 -3.0709 -2.5073 0.017 0.489 0.401 0.318


No. 2
65
Properties=species:S:1:pos:R:3:forces:R:3:mulliken_charge:R:1 method="wB97M-V/def2-TZVPD" homo_energy_ev="-3.9 / -5.9" spin_multiplicity=3 charge=-1 gap_ha="0.2012 / 0.2766" s_squared=2.011 de_lowest_kcal_mol=22.9
Ti 1.1731 -1.5263 0.4258 0.803 1.116 2.159 0.423
C 1.2915 3.5445 1.0874 -0.015 -0.060 0.032 -1.092
C 1.7963 2.4821 1.9870 -0.063 -0.104 -0.143 0.963
N 2.6129 2.6222 2.9800 0.063 0.008 0.151 -0.952
N 2.7734 1.3469 3.4702 -0.018 0.032 -0.063 0.194
C 2.0921 0.4167 2.7880 -0.031 0.018 -0.042 0.351
S 2.0006 -1.2425 2.9853 -0.027 0.171 0.219 -0.518
N 1.4611 1.1567 1.8360 -0.039 0.052 0.091 0.453
N 0.6303 0.5621 0.8925 -0.104 0.309 0.058 0.409
H 1.7499 4.4906 1.3632 -0.018 -0.004 0.015 0.361
H 0.2050 3.6218 1.1743 0.012 0.011 -0.013 0.171
H 1.5549 3.2942 0.0583 -0.008 0.025 -0.005 0.266
H 3.3876 1.1664 4.2420 0.010 0.016 0.014 0.172
H 0.7426 1.0419 -0.0026 0.313 -0.065 -0.047 0.330
H -0.3433 0.6124 1.2093 0.040 0.121 -0.026 -0.586
F -2.0061 -3.9649 2.3270 -0.055 -0.014 -0.016 -0.197
C -2.6715 -3.5187 1.2599 0.085 0.117 0.215 0.575
F -3.7251 -2.8152 1.6982 0.018 0.141 -0.066 -0.225
F -3.1372 -4.5740 0.5918 -0.086 0.088 -0.104 -0.235
S -1.5298 -2.4727 0.1995 -1.173 -1.601 1.234 1.139
O -0.7448 -1.8402 1.2701 -0.870 -0.063 -0.308 -0.534
O -2.4643 -1.7116 -0.5662 0.195 0.019 -0.395 -0.690
N -0.7910 -3.6820 -0.5267 -0.003 0.487 0.280 -0.419
S 0.3991 -4.3864 0.2343 0.099 -0.563 -0.202 1.189
O 0.0274 -5.5773 0.9285 -0.019 0.070 0.122 -0.659
O 1.2608 -3.4484 0.9761 -0.018 -1.562 0.078 -0.568
C 1.5085 -5.0240 -1.1421 0.036 0.115 -0.206 0.544
F 1.8794 -6.2650 -0.8202 -0.093 0.008 0.004 -0.253
F 0.8656 -5.0627 -2.3041 -0.062 -0.017 0.058 -0.243
F 2.6006 -4.2939 -1.2638 0.013 -0.053 0.052 -0.162
O 2.5842 1.3210 -0.9596 -0.014 -0.009 -0.025 -0.602
C 3.3098 0.3483 -0.7671 -0.005 0.064 0.325 0.119
C 4.7099 0.2106 -1.3435 0.064 -0.011 -0.002 -0.661
C 5.1984 -1.1302 -0.8139 -0.033 0.044 -0.056 -0.821
C 4.0567 -1.6062 0.0739 0.186 0.192 0.094 0.093
O 4.0572 -2.6162 0.7419 0.102 -0.066 -0.102 -0.623
N 2.9942 -0.7169 0.0281 1.573 0.364 -0.672 0.874
H 5.3123 1.0544 -1.0029 -0.035 0.030 -0.019 0.341
H 4.6566 0.2597 -2.4309 -0.052 -0.001 0.000 0.275
H 6.1223 -1.0644 -0.2401 -0.023 -0.076 0.037 0.364
H 5.3292 -1.8714 -1.6024 0.048 0.005 0.004 0.248
O 0.1011 -1.2012 -1.0439 -0.603 0.823 -1.721 -0.529
N 1.1366 -1.9785 -1.5169 0.120 -0.127 -1.155 0.307
C 1.6812 -1.4859 -2.6627 -0.208 0.094 -0.182 0.785
C 1.0995 -0.3895 -3.3519 -0.062 -0.067 0.092 0.131
N 0.6199 0.5019 -3.9100 0.029 -0.030 -0.030 -0.755
C 2.8254 -2.0797 -3.2373 0.016 0.017 0.004 -0.165
N 3.7723 -2.5082 -3.7470 -0.003 -0.021 0.081 -0.747
C -5.6956 1.2329 -1.4021 -0.013 0.015 -0.019 -1.430
C -4.8244 2.0819 -0.5388 -0.058 -0.061 -0.080 1.025
C -4.8391 3.4437 -0.5084 -0.122 0.230 -0.103 -0.849
C -3.9196 4.1036 0.3368 0.073 -0.250 0.107 0.957
N -3.0880 3.4563 1.1234 -0.085 0.069 0.027 -0.456
C -3.1193 2.1021 1.1532 0.219 -0.412 -0.014 0.200
S -2.2180 1.1468 2.1780 -0.217 0.238 0.364 -0.477
N -3.9625 1.4479 0.2753 -0.021 0.174 -0.013 0.031
C -3.8518 5.5973 0.3736 -0.030 0.049 0.016 -1.257
H -6.3740 1.8528 -1.9822 -0.001 -0.006 -0.009 0.359
H -6.2793 0.5454 -0.7883 0.004 -0.010 -0.010 0.350
H -5.0870 0.6382 -2.0848 0.025 -0.009 0.013 0.330
H -5.5284 4.0023 -1.1244 0.021 -0.030 -0.028 0.346
H -3.9050 0.4349 0.2779 0.116 -0.042 0.006 0.018
H -4.8432 6.0369 0.2633 0.019 0.016 -0.042 0.379
H -3.2220 5.9627 -0.4402 -0.026 -0.020 -0.030 0.270
H -3.4094 5.9139 1.3145 0.013 0.008 -0.006 0.364


No. 3
54
Properties=species:S:1:pos:R:3:forces:R:3:mulliken_charge:R:1 method="wB97M-V/def2-TZVPD" homo_energy_ev="-11.0 / -11.0" charge=+1 gap_ha="0.1784 / 0.1784"
Pd -0.1699 0.2413 -0.2668 -0.108 0.823 0.405 0.852
C 0.2249 1.1421 3.2113 -0.292 -0.172 -0.269 -1.548
N -0.4877 -0.0252 2.6349 -0.129 -0.226 0.871 0.462
C 0.3924 -1.2224 2.5817 -0.129 0.179 -0.396 -1.217
C 1.7118 -0.9888 1.8464 -0.090 0.110 0.231 -0.921
N 1.6269 -0.5285 0.4201 0.028 -0.140 -0.220 1.429
C 2.5578 0.6190 0.2312 0.140 0.024 -0.058 -1.432
C 1.9542 -1.6629 -0.4825 -0.054 0.098 0.050 -0.175
C 3.2538 -1.9893 -0.8109 -0.013 -0.113 -0.038 -0.440
C 3.4766 -3.0857 -1.6385 0.018 0.034 0.029 -0.908
C 2.4086 -3.8285 -2.1173 -0.059 0.050 -0.009 -0.607
C 1.1035 -3.4797 -1.7900 0.092 -0.067 0.007 -0.871
C 0.8789 -2.3955 -0.9571 -0.054 0.029 0.015 0.801
S -0.7451 -1.8754 -0.4908 -0.195 -0.335 -0.109 -0.365
C -1.8084 -0.1498 2.5562 0.121 0.246 -0.355 0.829
C -2.4292 -1.4519 2.5010 0.223 0.270 0.032 -0.595
C -3.7689 -1.5848 2.4358 -0.240 0.086 0.005 -0.551
C -4.6761 -0.4634 2.3659 0.167 -0.255 -0.013 -0.673
C -4.1771 0.7739 2.3810 0.344 0.385 0.051 -0.692
C -2.7326 1.0530 2.4375 -0.136 -0.689 0.096 0.642
S -2.2366 2.5727 2.2095 0.083 0.049 -0.116 -0.010
H 1.0796 0.7409 3.7491 0.000 0.074 0.050 0.389
H -0.4291 1.6664 3.8989 0.008 0.058 0.021 0.658
H 0.5548 1.8297 2.4376 -0.010 0.047 -0.055 0.399
H -0.1259 -2.0123 2.0590 -0.011 -0.061 0.007 0.440
H 0.6064 -1.5200 3.6107 0.066 -0.064 -0.016 0.297
H 2.2269 -1.9493 1.8511 0.032 0.007 0.045 0.389
H 2.3525 -0.2877 2.3792 -0.079 0.046 0.026 0.607
H 3.5436 0.3805 0.6333 -0.012 -0.024 -0.012 0.607
H 2.1610 1.4847 0.7561 0.013 -0.008 0.039 0.400
H 2.6268 0.8479 -0.8274 -0.005 0.001 0.011 0.203
H 4.0897 -1.4028 -0.4561 0.013 -0.016 -0.014 0.430
H 4.4885 -3.3405 -1.9214 -0.005 -0.012 0.001 0.430
H 2.5847 -4.6682 -2.7756 0.013 0.000 0.002 0.420
H 0.2653 -4.0290 -2.1983 0.002 -0.003 0.013 0.469
H -1.8363 -2.3459 2.5841 0.024 0.036 0.001 0.497
H -4.1842 -2.5846 2.4565 -0.006 0.009 -0.015 0.439
H -5.7397 -0.6414 2.2988 0.002 0.009 -0.002 0.436
H -4.8070 1.6504 2.3130 -0.014 -0.021 0.030 0.476
F -2.0435 4.5766 -0.3212 0.012 0.068 -0.062 -0.205
C -1.4270 4.3365 -1.4814 0.051 0.042 0.243 0.413
F -2.2755 4.4809 -2.4759 0.021 -0.035 0.040 -0.173
F -0.4057 5.1639 -1.6169 -0.062 -0.040 -0.035 -0.185
S -0.8082 2.6030 -1.3920 0.120 -0.409 -0.289 1.086
O -1.9270 1.7604 -0.9275 0.347 -0.205 -0.103 -0.642
O 0.2528 2.5571 -0.3644 -0.132 -0.112 -0.113 -0.585
N -0.3387 2.3940 -2.8466 0.000 -0.163 0.285 -0.464
S 0.1782 0.9211 -3.2794 -0.376 0.331 -0.228 1.074
O -0.8761 -0.0468 -3.2556 0.093 0.029 0.008 -0.597
O 1.4315 0.5885 -2.6586 0.140 -0.031 -0.052 -0.607
C 0.5393 1.2524 -5.0543 0.010 0.052 -0.025 0.478
F 1.5626 2.0849 -5.1807 -0.034 0.003 0.025 -0.200
F -0.5266 1.7583 -5.6543 0.038 -0.028 0.010 -0.191
F 0.8484 0.0808 -5.5984 0.024 0.036 -0.044 -0.193


No. 4
43
Properties=species:S:1:pos:R:3:forces:R:3:mulliken_charge:R:1 method="wB97M-V/def2-TZVPD" smiles="CCOC(=O)[C@@H]1CCCN(c2oc(-c3ccc(F)cc3)nc2C#N)C1" homo_energy_ev=-7.7 charge=0 gap_ha=0.2984 de_lowest_kcal_mol=5.9
C -1.4242 0.7109 -4.1731 0.295 -0.172 0.240 -1.309
C -0.1804 0.7961 -3.3023 -0.056 0.423 -0.404 -0.398
O 0.1125 -0.4608 -2.6821 -0.161 -0.114 0.247 -0.068
C 0.7842 -1.3556 -3.4081 0.249 -0.559 -0.054 -0.070
O 1.1228 -1.1965 -4.5486 0.002 0.127 -0.198 -0.616
C 1.0826 -2.6097 -2.5986 -0.047 0.248 0.002 0.597
C -0.2200 -3.2780 -2.1257 0.046 -0.171 0.037 -0.784
C 0.0278 -4.0511 -0.8342 -0.083 0.191 -0.102 -0.900
C 0.3565 -3.0624 0.2872 -0.128 -0.347 0.322 -0.712
N 1.1665 -1.9679 -0.2194 -0.501 0.205 0.399 0.105
C 0.9323 -0.7099 0.1890 0.877 0.637 -0.524 0.915
O 0.0461 -0.4972 1.1802 0.019 -0.099 -0.022 -0.474
C 0.0587 0.8645 1.3956 0.882 0.582 -0.869 0.524
C -0.7902 1.4485 2.4025 -0.461 -0.085 0.475 0.077
C -0.7672 2.8321 2.5974 -0.003 -0.305 -0.046 -0.448
C -1.5710 3.4114 3.5564 -0.173 -0.045 0.179 -0.553
C -2.3958 2.5986 4.3173 0.056 -0.116 -0.081 0.356
F -3.1838 3.1611 5.2560 0.083 -0.046 -0.096 -0.321
C -2.4366 1.2259 4.1446 -0.129 0.259 0.179 -0.553
C -1.6295 0.6518 3.1829 0.205 0.182 -0.192 -0.423
N 0.8828 1.4843 0.6182 -0.700 0.272 0.792 -0.656
C 1.4709 0.5280 -0.1668 -0.690 -1.223 0.604 0.525
C 2.4192 0.8420 -1.1415 0.281 0.149 -0.279 -0.037
N 3.1959 1.1059 -1.9470 0.228 0.042 -0.279 -0.644
C 1.9673 -2.2655 -1.3776 0.202 0.042 -0.377 -1.341
H -1.6470 1.6926 -4.5803 -0.057 0.115 -0.059 0.413
H -1.2554 0.0192 -4.9948 -0.022 -0.010 -0.077 0.335
H -2.2753 0.3683 -3.5885 -0.103 0.009 0.032 0.286
H -0.3210 1.4930 -2.4733 0.067 -0.088 -0.068 0.349
H 0.6856 1.1002 -3.8974 -0.099 0.005 0.162 0.419
H 1.6417 -3.2817 -3.2546 -0.058 0.119 0.030 0.504
H -0.5987 -3.9398 -2.9044 -0.049 0.051 -0.019 0.480
H -0.9739 -2.5107 -1.9378 -0.027 -0.030 -0.031 0.303
H -0.8584 -4.6217 -0.5565 0.066 -0.056 0.046 0.439
H 0.8460 -4.7575 -0.9803 0.000 -0.085 0.030 0.365
H 0.8923 -3.5663 1.1019 -0.133 0.022 -0.001 0.243
H -0.5666 -2.6444 0.6954 0.087 -0.113 -0.043 0.425
H -0.1106 3.4292 1.9857 0.059 0.098 -0.048 0.480
H -1.5687 4.4766 3.7239 -0.010 0.101 0.026 0.446
H -3.0917 0.6281 4.7584 -0.068 -0.029 0.069 0.448
H -1.6432 -0.4166 3.0324 -0.021 -0.087 0.007 0.439
H 2.5978 -3.1265 -1.1349 0.020 0.115 -0.051 0.421
H 2.6191 -1.4216 -1.6026 0.053 -0.213 0.041 0.414


Number 1: maximum force 3.196 eV/A, molar mass 516.54 g mol⁻¹. Number 2: maximum force 2.559 eV/A, molar mass 790.54 g mol⁻¹. Number 3: maximum force 0.923 eV/A, molar mass 689.04 g mol⁻¹. Number 4: maximum force 1.529 eV/A, molar mass 343.36 g mol⁻¹.